One molecule with the formula C19H24FN3OS in a non-equilibrium geometry, computed with ωB97M-V with the def2-TZVPD basis set.

## Properties
* energy: -40161.70249 eV
* SMILES string: CN(C)C(=O)CCCCNc1nc2c(s1)CCCc1ccc(F)cc1-2
* HOMO energy: -7.482 eV
* lowest unoccupied orbital energy: 0.57 eV
* gap between HOMO and LUMO: 8.06 eV
* maximum force: 0.1062 Eh/bohr

Cartesian coordinates (Å):
C: 1.5431 -1.4569 5.3229
N: 2.3138 -1.5772 4.0824
C: 2.7351 -2.8994 3.7091
C: 2.5195 -0.4853 3.2441
O: 1.9306 0.5745 3.4125
C: 3.5240 -0.5197 2.0928
C: 3.9234 0.7854 1.4952
C: 3.1461 1.1811 0.2634
C: 1.7295 1.6102 0.2056
N: 0.8059 0.5769 0.5796
C: -0.1325 0.1522 -0.3336
N: 0.1421 0.1372 -1.6505
C: -0.9968 -0.3843 -2.3189
C: -2.1054 -0.6816 -1.5774
S: -1.7023 -0.4495 0.0414
C: -3.4111 -0.9783 -2.2014
C: -3.3977 -2.3593 -2.7799
C: -2.2549 -2.7491 -3.7952
C: -1.6118 -1.4313 -4.4577
C: -1.7250 -1.2165 -5.8230
C: -1.1979 -0.1251 -6.4602
C: -0.4826 0.8442 -5.8037
F: -0.0938 1.9810 -6.3546
C: -0.2219 0.6811 -4.4293
C: -0.9004 -0.3770 -3.7905
H: 0.7661 -2.1755 5.2648
H: 2.1220 -1.7694 6.2023
H: 1.3131 -0.3641 5.5325
H: 3.6898 -3.1007 4.0794
H: 2.7756 -3.0578 2.6013
H: 2.1604 -3.7034 4.3147
H: 3.1337 -1.2141 1.3188
H: 4.4012 -1.0110 2.5158
H: 3.6657 1.6270 2.0992
H: 4.9507 0.7231 1.2213
H: 3.7778 1.9717 -0.2022
H: 3.2410 0.4678 -0.4654
H: 1.5840 1.9360 -0.8515
H: 1.6119 2.4805 0.8762
H: 0.3983 0.4968 1.5519
H: -3.5900 -0.2322 -2.9518
H: -4.1953 -0.9179 -1.5288
H: -4.2906 -2.5822 -3.3308
H: -3.3031 -3.0872 -1.9467
H: -2.6677 -3.2959 -4.5685
H: -1.4205 -3.2415 -3.1999
H: -2.1904 -1.9902 -6.5101
H: -1.5045 0.1535 -7.4617
H: 0.2939 1.4569 -3.8490

Results of the natural (NBO) charge analysis, in e, for atoms 1 through 4: C -0.41; N -0.45; C -0.41; C 0.70

***

C21H33BrFeGeN as an isolated structure in a non-equilibrium geometry, computed with ωB97M-V with the def2-TZVPD basis set.

## Properties
* energy: -184741.07310 eV
* HOMO energy (spin up / spin down): -11.034 / -11.669 eV
* lowest unoccupied orbital energy (spin up / spin down): -3.09 / -3.45 eV
* gap between HOMO and LUMO (spin up / spin down): 7.94 / 8.21 eV
* charge: +1
* ⟨S²⟩: 6.0173
* spin multiplicity: 5
* maximum force: 0.0768 Eh/bohr

Cartesian coordinates (Å):
Fe: 0.1347 0.1333 -0.0860
C: 1.4598 1.9710 -2.5978
C: 1.5783 0.5607 -2.0350
C: 2.6636 0.2365 -1.1317
C: 3.6336 1.2317 -0.5536
C: 2.6183 -1.0909 -0.5657
C: 3.6146 -1.4534 0.5398
C: 1.6147 -1.9918 -0.8978
C: 1.7971 -3.4196 -0.3129
C: 0.5873 -1.6424 -1.7992
C: -0.3709 -2.6907 -2.3056
C: 0.6113 -0.3820 -2.3656
C: -0.4331 -0.0383 -3.3456
H: 1.7589 1.9808 -3.6319
H: 2.1369 2.6226 -2.0860
H: 0.4225 2.4440 -2.5220
H: 4.6511 0.8426 -0.4301
H: 3.3321 1.4197 0.5111
H: 3.5450 2.2706 -0.9545
H: 3.1824 -1.2283 1.5235
H: 4.6013 -1.0320 0.3181
H: 3.8145 -2.5134 0.6218
H: 1.7088 -3.3013 0.7772
H: 2.6978 -3.9158 -0.6494
H: 0.9732 -4.0722 -0.5220
H: -0.3842 -2.9413 -3.3645
H: -1.4027 -2.4504 -2.0267
H: -0.2073 -3.6122 -1.8264
H: 0.0236 0.1620 -4.2919
H: -1.0033 0.9145 -3.1100
H: -1.1450 -0.8234 -3.4519
C: -0.6250 -1.0129 4.7174
Ge: -1.0496 -0.3854 2.8897
C: -1.9767 -1.7235 1.8121
C: -2.2106 1.2681 3.1693
C: 0.5878 -0.0941 1.9043
H: 0.1660 -1.7523 4.7372
H: -1.5332 -1.4245 5.1863
H: -0.1840 -0.1719 5.3145
H: -2.7004 -1.2569 1.1758
H: -2.3555 -2.5214 2.4531
H: -1.2200 -2.1784 1.1339
H: -3.0949 0.9525 3.6027
H: -2.3508 1.7829 2.2004
H: -1.5383 1.8352 3.8892
H: 1.2399 -0.8819 1.9809
H: 1.0208 0.8262 2.1714
Br: -2.1760 5.5225 0.3434
C: -2.4902 3.7628 -0.2527
C: -3.7265 3.2343 -0.6272
C: -3.8324 1.8802 -0.9294
C: -2.7080 1.1141 -0.8802
N: -1.4768 1.6150 -0.4821
C: -1.4276 2.8967 -0.1830
H: -4.5172 3.9207 -0.7030
H: -4.7888 1.3736 -1.1960
H: -2.7425 0.0391 -1.0431
H: -0.5045 3.1883 0.1876

Results of the natural (NBO) charge analysis, in e, for atoms 1 through 4: Fe 1.39; C -0.64; C -0.06; C 0.02

***

One molecule with the formula C5H7N3O in a non-equilibrium geometry, computed with ωB97M-V with the def2-TZVPD basis set.

## Properties
* energy: -11809.31547 eV
* SMILES string: C1ON=C2NN[C@H]3C[C@@]123
* HOMO energy: -8.520 eV
* lowest unoccupied orbital energy: 0.75 eV
* gap between HOMO and LUMO: 9.27 eV
* maximum force: 0.1270 Eh/bohr

Cartesian coordinates (Å):
C: 1.5072 0.9663 -0.4782
O: 2.3371 -0.1220 0.0319
N: 1.3487 -1.2082 0.2124
C: 0.1838 -0.7011 0.2125
N: -0.9235 -1.4552 0.1264
N: -2.0199 -0.5534 -0.3387
C: -1.5085 0.7226 -0.4760
C: -0.8574 1.3912 0.7988
C: 0.1010 0.6890 -0.0941
H: 1.5717 1.2861 -1.6230
H: 1.8981 1.7006 0.2490
H: -0.9519 -2.2657 -0.6489
H: -2.6030 -0.2964 0.5456
H: -2.1107 1.4611 -1.1892
H: -1.1488 2.3267 0.7217
H: -0.7460 0.8727 1.9114

Results of the natural (NBO) charge analysis, in e, for atoms 1 through 4: C -0.10; O -0.38; N -0.15; C 0.30

***

C12H35N4O4P2S as an isolated structure, computed with ωB97M-V with the def2-TZVPD basis set.

## Properties
* energy: -56574.16501 eV
* HOMO energy: -4.583 eV
* lowest unoccupied orbital energy: 2.32 eV
* gap between HOMO and LUMO: 6.90 eV
* charge: -1
* maximum force: 0.0072 Eh/bohr

Cartesian coordinates (Å):
N: -4.9071 -3.2056 1.3280
P: -3.4018 -3.1316 1.7933
N: -2.3103 -4.1798 1.2039
P: -2.7509 -5.7330 1.2171
S: -3.0554 -6.6730 2.9304
H: -5.5234 -3.3817 2.1126
H: -3.2924 -3.0997 3.2037
H: -2.7856 -1.9117 1.4466
H: -3.8534 -5.9021 0.3625
H: -1.7300 -6.3878 0.5069
C: 1.0101 -3.9944 2.3075
O: 1.6456 -3.1324 1.3737
C: 0.7375 -2.2881 0.6728
C: 0.9499 -0.8442 1.0711
N: 0.5380 -0.5980 2.4427
C: 0.8973 0.7091 2.9629
C: 2.3768 1.0649 3.0552
O: 3.0960 0.2997 4.0045
C: 3.5860 -0.9408 3.5330
H: 1.7576 -4.7092 2.6492
H: 0.6251 -3.4474 3.1763
H: 0.1700 -4.5178 1.8493
H: -0.2934 -2.6080 0.8480
H: 0.9481 -2.3871 -0.3971
H: 0.3565 -0.2009 0.4105
H: 2.0105 -0.6072 0.8939
H: 0.9155 -1.3226 3.0396
H: 0.4692 0.8016 3.9644
H: 0.4118 1.4691 2.3385
H: 2.4509 2.1043 3.3871
H: 2.8701 0.9998 2.0772
H: 3.8575 -0.8856 2.4746
H: 2.8640 -1.7522 3.6564
H: 4.4765 -1.1812 4.1144
C: -2.0715 5.2626 -3.0958
O: -2.2085 3.8853 -2.8366
C: -2.1493 3.0561 -3.9895
C: -0.9215 2.1762 -3.9558
N: 0.2886 2.9735 -4.0788
C: 1.5318 2.2361 -3.9002
C: 1.7776 1.5675 -2.5543
O: 1.9429 2.4777 -1.4844
C: 0.7463 2.8908 -0.8542
H: -2.2445 5.7838 -2.1559
H: -1.0725 5.5224 -3.4659
H: -2.8082 5.6073 -3.8299
H: -2.1484 3.6724 -4.8944
H: -3.0421 2.4256 -4.0009
H: -0.9714 1.4749 -4.7948
H: -0.9607 1.5833 -3.0319
H: 0.2504 3.7280 -3.4040
H: 2.3569 2.9284 -4.0846
H: 1.5855 1.4624 -4.6742
H: 2.7137 1.0083 -2.6272
H: 0.9895 0.8458 -2.3069
H: -0.0161 2.1078 -0.8955
H: 0.3340 3.8078 -1.2870
H: 0.9806 3.0908 0.1919

Results of the natural (NBO) charge analysis, in e, for atoms 1 through 4: N -1.38; P 1.56; N -1.48; P 1.15

***

C3H11N3O as an isolated structure in a non-equilibrium geometry, computed with ωB97M-V with the def2-TZVPD basis set.

## Properties
* energy: -9801.66438 eV
* HOMO energy: -8.155 eV
* lowest unoccupied orbital energy: 0.79 eV
* gap between HOMO and LUMO: 8.95 eV
* maximum force: 0.0561 Eh/bohr

Cartesian coordinates (Å):
C: 0.9003 0.7495 -0.0759
C: 0.2658 -0.8589 -1.1593
C: -1.5616 -1.2200 0.4938
N: 0.8032 0.2871 1.2139
N: -0.3276 -0.0317 1.8436
N: 0.0547 1.7944 -0.5012
O: 2.2246 0.9395 -0.4116
H: 2.2438 1.3392 -1.2901
H: 1.6011 -0.2667 1.5065
H: -0.9763 0.7355 1.6753
H: 0.1387 2.6270 0.0733
H: -0.9070 1.4841 -0.5550
H: -0.6370 -1.0794 -1.7162
H: 0.9430 -0.4629 -1.9143
H: 0.7426 -1.7045 -0.6751
H: -2.1598 -1.0227 -0.3908
H: -1.1200 -2.2087 0.5439
H: -2.2286 -1.1009 1.3391

Results of the natural (NBO) charge analysis, in e, for atoms 1 through 4: C 0.63; C -0.73; C -0.60; N -0.41